DFT (ωB97M-V/def2-TZVPD) results for a molecular structure, C41H35BCrF4N5O5Se3SiTe at a distorted geometry.

Positions of all 97 atoms, in Å:
Cr: -1.126 2.527 -0.740
C: 1.644 -4.943 -0.819
O: 2.111 -4.811 -2.154
C: 2.696 -3.634 -2.481
C: 3.110 -3.502 -3.803
C: 3.735 -2.345 -4.222
C: 3.946 -1.278 -3.345
C: 3.537 -1.433 -2.016
C: 2.932 -2.602 -1.581
N: 4.746 -0.203 -3.826
N: 4.693 0.977 -3.410
C: 3.625 1.522 -2.680
C: 3.960 2.344 -1.616
C: 3.025 2.786 -0.683
C: 1.677 2.485 -0.856
O: 0.754 2.773 0.009
C: 1.289 1.832 -2.068
N: -0.047 1.739 -2.270
C: -0.481 1.071 -3.309
C: 0.387 0.543 -4.273
C: 1.740 0.688 -4.128
C: 2.241 1.312 -2.969
H: 1.200 -5.933 -0.755
H: 0.889 -4.192 -0.579
H: 2.464 -4.866 -0.100
H: 2.943 -4.331 -4.479
H: 4.073 -2.241 -5.247
H: 3.735 -0.646 -1.301
H: 2.650 -2.694 -0.541
H: 5.014 2.561 -1.474
H: 3.328 3.348 0.191
H: -1.553 0.976 -3.416
H: -0.036 0.026 -5.124
H: 2.414 0.346 -4.902
Se: -1.740 4.293 0.593
Se: -2.523 6.263 1.324
Te: -1.040 7.031 -2.169
Se: -0.896 4.609 -1.580
O: -1.197 0.686 -0.231
Si: -1.251 -0.823 0.222
C: -1.493 -2.013 -1.242
C: -2.217 -3.202 -1.086
C: -2.399 -4.083 -2.147
C: -1.850 -3.796 -3.390
C: -1.099 -2.640 -3.559
C: -0.927 -1.764 -2.494
C: 0.366 -1.431 1.008
C: 0.428 -2.731 1.526
C: 1.594 -3.226 2.099
C: 2.738 -2.436 2.137
C: 2.707 -1.156 1.599
C: 1.528 -0.661 1.053
C: -2.672 -1.265 1.397
C: -2.487 -1.674 2.719
C: -3.563 -2.051 3.513
C: -4.856 -1.976 3.014
C: -5.065 -1.549 1.707
C: -3.981 -1.218 0.906
H: -2.655 -3.437 -0.122
H: -2.978 -4.989 -2.006
H: -2.011 -4.469 -4.226
H: -0.648 -2.417 -4.520
H: -0.335 -0.865 -2.635
H: -0.454 -3.364 1.480
H: 1.608 -4.227 2.518
H: 3.649 -2.818 2.584
H: 3.601 -0.542 1.602
H: 1.513 0.346 0.646
H: -1.486 -1.694 3.139
H: -3.392 -2.398 4.527
H: -5.699 -2.234 3.647
H: -6.070 -1.479 1.308
H: -4.153 -0.898 -0.117
O: 1.802 4.291 2.045
C: 1.288 4.669 3.289
N: 1.715 3.802 4.385
C: 1.007 2.856 5.058
O: 1.463 2.247 6.019
C: -0.353 2.629 4.502
C: -1.515 2.782 5.245
C: -2.733 2.627 4.603
C: -2.742 2.347 3.239
N: -1.625 2.167 2.539
C: -0.470 2.278 3.167
H: 1.166 3.718 1.571
H: 0.200 4.723 3.276
H: 1.676 5.663 3.506
H: 2.675 3.894 4.677
H: -1.468 3.043 6.296
H: -3.668 2.753 5.134
H: -3.668 2.272 2.678
H: 0.413 2.104 2.560
F: -5.116 1.491 -2.280
B: -4.266 2.256 -1.502
F: -2.880 2.131 -2.097
F: -4.610 3.598 -1.499
F: -4.198 1.756 -0.185

The expectation value of S² is 3.98. The spin multiplicity is 4. The total charge is -2. As for the HOMO-LUMO gap (alpha / beta): 5.0 / 5.0 eV. As for the molar mass: 1209.13 g/mol. For the largest force on an atom, the calculation gives 0.07732 Eh/bohr.



DFT (ωB97M-V/def2-TZVPD) results for a molecular structure, C41H35BrF12N4O4STi at a distorted geometry.

Positions of all 99 atoms, in Å:
Ti: -0.222 -0.433 -0.311
C: 3.257 -0.795 5.294
C: 2.847 -0.395 3.894
C: 3.585 -0.781 2.784
C: 3.200 -0.419 1.504
C: 2.044 0.333 1.273
N: 1.574 0.677 0.000
C: 2.386 1.158 -0.964
C: 3.756 1.473 -0.731
C: 4.617 1.852 -1.737
C: 4.185 1.974 -3.056
C: 5.123 2.377 -4.175
C: 2.826 1.812 -3.276
C: 1.908 1.455 -2.284
C: 0.391 1.596 -2.584
O: -0.470 0.844 -1.827
C: 0.102 1.291 -4.119
F: 0.410 2.308 -4.968
F: -1.193 1.011 -4.329
F: 0.806 0.214 -4.563
C: -0.005 3.127 -2.421
F: -1.138 3.437 -3.134
F: 0.941 3.985 -2.845
F: -0.273 3.407 -1.156
C: 1.264 0.690 2.401
C: 1.689 0.346 3.677
C: -0.010 1.524 2.118
O: -0.745 1.041 1.067
C: -1.016 1.626 3.372
F: -2.265 1.884 2.928
F: -0.751 2.609 4.278
F: -1.078 0.490 4.084
C: 0.506 3.032 1.934
F: 1.204 3.464 3.019
F: 1.326 3.238 0.912
F: -0.543 3.884 1.773
H: 4.346 -0.848 5.390
H: 2.852 -1.781 5.562
H: 2.882 -0.077 6.032
H: 4.478 -1.392 2.917
H: 3.779 -0.759 0.653
H: 4.126 1.409 0.283
H: 5.659 2.056 -1.493
H: 6.147 2.059 -3.963
H: 5.143 3.466 -4.323
H: 4.822 1.927 -5.127
H: 2.473 2.012 -4.280
H: 1.111 0.653 4.540
O: -3.273 -3.142 -4.984
C: -2.577 -2.751 -3.905
C: -1.384 -2.077 -3.996
C: -0.760 -1.662 -2.844
N: -1.255 -1.841 -1.601
C: -2.313 -2.627 -1.571
Br: -2.889 -3.387 0.059
C: -3.021 -3.098 -2.665
H: -2.878 -2.719 -5.753
H: -0.925 -1.870 -4.954
H: 0.206 -1.206 -2.903
H: -3.899 -3.708 -2.532
C: -2.862 -1.991 4.743
C: -3.251 -1.292 3.604
C: -2.412 -1.200 2.506
C: -1.152 -1.815 2.478
C: -0.759 -2.501 3.646
C: -1.600 -2.580 4.750
N: -0.352 -1.769 1.323
N: 0.638 -2.673 1.423
C: 1.501 -2.708 0.352
C: 2.524 -3.677 0.407
C: 3.466 -3.759 -0.607
C: 3.389 -2.879 -1.687
C: 2.352 -1.941 -1.741
C: 1.374 -1.814 -0.748
H: -3.515 -2.056 5.608
H: -4.227 -0.813 3.574
H: -2.717 -0.639 1.640
H: 0.219 -2.960 3.655
H: -1.260 -3.106 5.638
H: 2.563 -4.338 1.272
H: 4.258 -4.500 -0.560
H: 4.130 -2.919 -2.479
H: 2.343 -1.272 -2.600
C: -5.568 -0.579 0.607
C: -4.799 0.735 0.548
S: -3.448 0.594 -0.676
O: -4.022 -0.221 -1.810
C: -3.470 2.283 -1.256
C: -3.121 3.286 -0.160
H: -6.542 -0.427 1.078
H: -5.024 -1.342 1.167
H: -5.723 -0.959 -0.405
H: -4.322 0.985 1.501
H: -5.436 1.561 0.230
H: -4.458 2.419 -1.702
H: -2.723 2.275 -2.047
H: -3.938 3.403 0.559
H: -2.904 4.263 -0.595
H: -2.234 2.956 0.384

The energy above the lowest of the compared OMol25 structures with the same formula, charge and spin is 53.1 kJ/mol. The expectation value of S² is 2.03. The spin multiplicity is 3. The total charge is -2. As for the HOMO-LUMO gap (alpha / beta): 4.1 / 5.2 eV. As for the molar mass: 1035.57 g/mol. For the largest force on an atom, the calculation gives 0.04882 Eh/bohr.